1.
The following is a DFT calculation (ωB97M-V with the def2-TZVPD basis set) of C25H24ClN3O7PS2V as an isolated structure in a non-equilibrium geometry.

Total charge: +1
LUMO (alpha / beta) (Eh): -0.1435 / -0.1307
<S²>: 0.76
2S+1: 2
HOMO level (alpha / beta) (eV): -11.54 / -11.54
Orbital gap (alpha / beta) (eV): 7.63 / 7.98
Molecular weight (g/mol): 659.99
Energy (eV): -114280.3918
ΔE to the lowest compared entry with this formula, charge and spin (kcal per mole): 22.6

Geometry (Å):
V  -1.025  0.164  -0.336
Cl  -2.823  2.090  -1.664
S  -1.185  -1.541  -2.005
S  -2.356  0.370  1.622
P  0.968  -0.168  0.940
O  -1.648  1.497  0.930
O  -1.919  -0.813  0.674
O  -1.772  0.092  2.888
O  0.395  -3.192  -0.563
O  0.075  0.860  -3.580
O  -3.764  0.458  1.451
O  -0.220  1.135  -1.423
N  -2.127  -0.730  -4.396
N  0.465  -2.437  0.576
N  -3.664  -0.705  -2.875
C  0.496  2.277  2.215
C  1.222  1.629  1.211
C  1.448  -0.173  3.690
C  4.730  -1.640  -1.231
C  3.721  -1.022  -1.950
C  0.896  -0.852  2.612
C  2.575  -0.583  -1.306
C  -1.532  2.483  -2.831
C  1.984  2.384  0.321
C  -3.290  -0.358  -5.018
C  1.249  4.406  1.396
C  2.450  -0.747  0.069
C  -0.063  -2.870  1.643
C  4.594  -1.831  0.137
C  -4.378  -0.817  -1.620
C  1.273  -0.665  4.978
C  0.025  -2.530  4.113
C  -0.452  1.418  -2.666
C  -4.250  -0.346  -4.063
C  0.239  -2.073  2.823
C  -2.358  -0.933  -3.088
C  0.530  -1.814  5.188
C  0.511  3.657  2.303
C  3.455  -1.388  0.789
C  2.001  3.770  0.422
H  -0.506  -3.462  4.281
H  2.599  4.356  -0.266
H  -0.109  1.710  2.900
H  -1.140  3.468  -2.600
H  5.626  -1.978  -1.733
H  -0.603  -3.807  1.711
H  1.713  -0.143  5.814
H  -4.823  -1.801  -1.528
H  -0.064  4.149  3.078
H  5.377  -2.323  0.693
H  -3.731  -0.654  -0.785
H  3.821  -0.860  -3.021
H  -1.208  -0.792  -4.799
H  2.024  0.728  3.526
H  0.990  -2.755  -1.189
H  1.791  -0.108  -1.871
H  -3.342  -0.135  -6.070
H  -1.926  2.453  -3.838
H  -5.307  -0.138  -4.133
H  0.355  -2.164  6.199
H  2.556  1.907  -0.458
H  3.351  -1.528  1.858
H  -5.162  -0.066  -1.595
H  1.242  5.488  1.453

2.
The following is a DFT calculation (ωB97M-V with the def2-TZVPD basis set) of C25H24F3O4PPdSe2 as an isolated structure.

Total charge: -2
LUMO (Eh): 0.1667
HOMO level (eV): -1.80
Orbital gap (eV): 6.34
Molecular weight (g/mol): 740.77
Energy (eV): -186122.1433
ΔE to the lowest compared entry with this formula, charge and spin (kcal per mole): 4.3

Geometry (Å):
Pd  -1.383  -0.363  0.671
Se  -0.658  -1.607  -1.458
Se  -3.816  -0.520  0.319
P  0.832  0.071  1.018
F  -0.878  1.666  2.762
F  -2.508  2.150  1.439
F  -2.784  0.707  3.027
O  0.187  -1.611  2.965
O  -4.332  1.148  -2.409
O  0.184  -1.290  5.201
O  -5.553  -0.849  -3.851
C  -4.134  -1.561  -1.309
C  3.201  1.526  4.755
C  1.723  0.656  2.538
C  1.689  -2.566  0.615
C  3.289  -0.894  -0.018
C  1.183  1.459  -0.150
C  4.196  -1.883  -0.370
C  2.174  0.611  4.902
C  1.599  2.261  -2.396
C  2.027  -1.221  0.471
C  -3.419  -1.131  -2.603
C  3.516  1.993  3.486
C  0.991  3.815  -0.678
C  1.348  3.565  -1.997
C  0.457  -1.000  4.026
C  1.448  0.150  3.808
C  2.776  1.564  2.395
C  1.510  1.218  -1.483
C  -3.152  0.375  -2.669
C  -4.302  -1.525  -3.798
C  0.902  2.774  0.232
C  3.852  -3.219  -0.224
C  -1.911  1.070  2.053
C  -2.112  -1.904  -2.754
C  2.600  -3.554  0.272
H  -3.884  -2.604  -1.107
H  3.032  1.947  1.417
H  -5.213  -1.501  -1.457
H  0.599  2.979  1.249
H  -2.349  -2.970  -2.733
H  3.574  0.146  -0.127
H  1.900  0.203  5.867
H  -1.665  -1.688  -3.729
H  0.718  -2.823  1.005
H  4.557  -3.996  -0.497
H  0.765  4.826  -0.358
H  3.763  1.864  5.619
H  -2.367  0.641  -1.961
H  4.334  2.691  3.340
H  -2.813  0.642  -3.675
H  5.172  -1.608  -0.754
H  1.666  0.202  -1.822
H  -3.738  -1.334  -4.724
H  -4.447  1.074  -1.439
H  1.410  4.378  -2.711
H  -4.512  -2.600  -3.756
H  2.322  -4.595  0.386
H  1.849  2.045  -3.428
H  -5.415  0.000  -3.395